No. 1
ORCA calculation (ωB97M-V/def2-TZVPD) on a structure of composition C36H42As2N4S2Se2Ti at a distorted geometry.

XYZ file:
```
89
Properties=species:S:1:pos:R:3:mulliken_charge:R:1
C 4.318 1.495 2.902 -0.961
C -2.064 -2.668 1.447 -1.503
H 0.106 -3.768 -4.634 0.503
C -4.860 1.047 -1.719 -0.956
S 2.065 -1.669 -0.130 -0.278
H -7.509 1.462 0.340 0.407
H -6.970 1.086 -2.059 0.418
H 3.466 2.709 -4.372 0.477
C 3.882 0.674 -1.168 -0.281
C 3.615 2.144 -3.464 -0.879
H -1.290 -5.013 1.395 0.409
As -1.987 1.170 -1.601 1.297
C 4.859 2.017 -2.876 -0.345
H 1.883 -1.799 2.457 0.538
C 5.000 1.268 -1.714 -1.215
H -1.976 3.487 3.011 0.405
As -2.739 1.297 1.957 1.646
H -2.095 -1.493 -0.911 0.746
Se 0.771 1.427 -3.522 -0.218
C 4.231 2.440 1.889 -0.671
S 0.577 1.727 0.291 -0.116
C -2.312 -3.034 -2.364 -0.676
C 1.929 -4.302 -0.549 -0.712
C 2.537 1.498 -2.873 0.309
C 1.440 -5.595 -0.491 -0.810
H 3.025 3.224 0.294 0.463
C 2.020 1.640 1.317 1.324
C -5.450 1.426 0.934 -0.760
H -0.999 3.349 -2.365 0.360
H -3.063 -0.239 -3.420 0.319
C 1.080 -1.409 3.069 -1.283
H -3.292 0.327 4.228 0.367
C 3.090 2.508 1.104 -0.743
C 2.079 0.735 2.389 -1.557
H -2.785 3.479 -2.178 0.442
H -5.695 1.576 1.979 0.369
C 0.200 0.728 3.798 -1.268
C -3.807 1.119 -0.802 0.059
H -3.077 1.486 -3.887 0.519
H 5.956 1.149 -1.225 0.496
C -4.113 1.295 0.556 0.045
N -0.392 -1.631 -2.092 1.634
C -2.759 3.233 2.298 -1.166
H -0.099 -3.173 3.363 0.374
C -1.647 -2.030 -1.738 -1.091
Se 1.976 -1.774 -3.431 -0.008
H -0.137 -6.848 0.264 0.421
H -4.666 0.904 -2.775 0.326
C -2.492 0.688 -3.429 -1.645
N 2.683 0.789 -1.746 1.070
C -3.911 0.748 3.440 -1.655
H 3.276 -0.040 3.980 0.411
H 5.721 2.496 -3.323 0.399
H 3.929 0.082 -0.264 0.409
H -2.392 -3.027 0.473 0.624
C 3.237 0.664 3.157 -0.477
H -0.717 0.209 4.064 0.305
H -3.729 3.550 2.684 0.412
C 0.271 -5.847 0.210 -0.945
C 1.278 -3.235 0.080 0.994
C -0.382 -4.803 0.845 -0.669
H -2.395 -3.400 2.200 0.517
H -4.479 1.585 3.847 0.450
H 1.371 -1.563 4.125 0.347
C -0.197 -2.207 2.843 -1.079
H -1.710 3.524 -0.752 0.081
H 2.825 -4.084 -1.114 0.429
C -1.678 -3.674 -3.456 -0.729
H 0.806 0.840 4.712 0.357
H -2.565 -1.726 1.660 -0.283
N -0.626 -2.441 1.446 1.595
H 1.963 -6.394 -0.999 0.404
Ti 0.705 -0.021 -1.344 0.533
H -1.026 -1.687 3.328 0.597
H -2.557 3.753 1.365 0.232
C 0.265 -2.297 -3.075 0.025
H -2.195 -4.451 -4.005 0.440
H -0.065 1.726 3.443 0.171
C -6.482 1.360 0.015 -0.847
H -3.303 -3.309 -2.033 0.532
N 0.905 0.004 2.753 1.915
H -1.594 0.520 -4.017 0.366
H -4.602 -0.022 3.097 0.453
H 5.055 3.115 1.698 0.419
C 0.097 -3.494 0.793 -0.852
H 5.211 1.423 3.509 0.420
C -0.420 -3.303 -3.812 -1.052
C -1.858 3.106 -1.744 -0.869
C -6.182 1.155 -1.320 -0.980
```

## Properties
- gap between HOMO and LUMO (eV) = 6.2
- LUMO (hartree) = -0.0216
- 2S+1 = 1
- HOMO (eV) = -6.822
- net charge = 0

No. 2
ORCA calculation (ωB97M-V/def2-TZVPD) on the ion C8H18N3O4 with charge +1 at a distorted geometry.

XYZ file:
```
33
Properties=species:S:1:pos:R:3:mulliken_charge:R:1
N -0.023 -1.735 -0.593 -0.489
H -1.583 1.723 0.658 0.325
H 2.773 -1.698 0.484 0.446
H -0.003 1.037 2.686 0.499
C 1.710 2.404 1.458 -1.212
C -1.686 0.862 1.365 -1.179
O 0.061 -3.180 1.761 -0.497
H -2.459 1.269 2.113 0.378
C -0.300 -1.158 -1.666 0.201
N -1.221 -1.103 -3.924 -0.671
H 1.243 2.767 2.453 0.333
C 1.851 0.918 1.327 -0.526
N 0.661 0.267 0.895 -0.002
H 2.052 0.343 2.266 0.420
C -0.417 0.390 1.948 -0.126
H -0.328 -3.605 0.917 0.425
C 1.067 -2.282 1.596 0.123
H 0.203 0.721 0.107 0.234
H 2.733 2.900 1.701 0.364
C -1.243 -1.894 -2.695 -0.429
O 2.218 -1.380 -0.247 -0.522
H -2.194 -2.124 -2.213 0.315
H -0.820 -2.864 -2.748 0.401
H -0.099 0.166 -3.019 0.480
H -2.049 -0.500 -3.836 0.259
H -0.507 -0.710 2.194 0.180
C 1.003 -1.370 0.225 1.047
O 1.947 -2.062 2.395 -0.501
H -2.271 -0.037 0.896 0.249
O 0.045 0.006 -2.051 -0.507
H -1.203 -1.541 -4.862 0.236
H 1.516 3.192 0.702 0.349
H 2.639 0.784 0.632 0.399
```

## Properties
- gap between HOMO and LUMO (eV) = 10.9
- LUMO (hartree) = -0.1030
- 2S+1 = 1
- HOMO (eV) = -13.691
- net charge = +1

No. 3
ORCA calculation (ωB97M-V/def2-TZVPD) on a structure of composition C13H11FN5O10 at a distorted geometry.

XYZ file:
```
40
Properties=species:S:1:pos:R:3:mulliken_charge:R:1
H 5.215 1.324 1.513 0.394
N 1.609 0.084 8.358 -0.658
H -4.304 1.417 3.180 0.281
C -4.183 1.063 2.152 -1.195
C 3.483 0.142 1.900 -0.156
H -0.094 -1.086 4.330 -0.220
H 3.693 2.124 1.070 0.298
C -1.292 -1.919 6.050 -0.717
H 4.169 1.977 2.783 0.280
C -1.539 -1.835 7.494 0.658
N -2.125 -2.686 5.139 0.961
C 0.129 -0.322 3.325 1.929
O 2.508 0.279 7.329 -0.208
O 2.116 0.413 2.291 -0.268
H -3.106 -0.486 1.089 0.333
N 1.998 -0.196 6.112 0.697
C 1.424 -0.677 2.651 0.216
H -5.168 0.849 1.735 0.391
C -3.343 -0.179 2.111 -0.268
F 0.171 0.970 3.829 -0.465
H -3.811 -1.000 2.662 0.267
O -2.980 -3.488 5.551 -0.638
C 0.708 -0.668 6.361 -0.052
O -2.406 -1.720 9.472 -0.201
O -2.103 0.136 2.812 -0.187
N -1.180 -1.021 9.565 0.761
H 3.470 -0.379 0.933 0.314
O -1.904 -2.515 3.915 -0.588
O 1.800 -1.826 2.532 -0.683
C 0.543 -0.534 7.765 0.460
C -0.626 -1.128 8.302 0.189
H 3.959 -0.490 2.660 0.271
C -0.215 -1.237 5.495 0.279
O -0.885 -0.472 10.612 -0.710
O 2.687 -0.203 5.106 -0.650
H -3.710 1.854 1.560 0.308
N -2.633 -2.210 8.215 -0.535
C 4.175 1.477 1.808 -1.190
O -0.857 -0.924 1.223 -0.718
C -0.991 -0.431 2.325 0.022
```

## Properties
- gap between HOMO and LUMO (eV) = 5.4
- LUMO (hartree) = 0.0510
- 2S+1 = 1
- HOMO (eV) = -3.986
- net charge = -1

No. 4
ORCA calculation (ωB97M-V/def2-TZVPD) on a cluster of 2 separate species, CHNO2S in total at a distorted geometry.

XYZ file:
```
6
Properties=species:S:1:pos:R:3:mulliken_charge:R:1
O -0.121 -1.258 1.579 -0.325
N 0.140 -0.151 1.149 0.619
S -0.036 0.994 -2.689 -0.068
C -0.105 -0.262 -1.774 -0.162
H -0.094 -0.206 -0.048 0.317
O 0.218 0.884 1.784 -0.382
```

## Properties
- gap between HOMO and LUMO (alpha / beta) (eV) = 5.0 / 6.8
- ⟨S²⟩ = 2.015
- LUMO (alpha / beta) (hartree) = -0.0681 / -0.1665
- 2S+1 = 3
- HOMO (alpha / beta) (eV) = -6.881 / -11.332
- net charge = 0

No. 5
ORCA calculation (ωB97M-V/def2-TZVPD) on an isolated molecule of C2H4N4 at a distorted geometry.

XYZ file:
```
10
Properties=species:S:1:pos:R:3:mulliken_charge:R:1
C 0.887 0.041 1.294 -0.045
H -0.356 -1.668 -1.870 0.255
N -0.556 -0.702 -1.686 -0.439
C -0.247 -0.256 -0.431 0.483
H -1.451 -0.364 -2.005 0.267
N -0.808 0.800 0.071 -0.603
H 1.572 -0.070 2.128 0.374
N -0.049 1.051 1.214 -0.084
H 0.244 1.986 0.956 0.301
N 0.764 -0.818 0.327 -0.508
```

## Properties
- gap between HOMO and LUMO (eV) = 10.0
- LUMO (hartree) = 0.0403
- 2S+1 = 1
- HOMO (eV) = -8.953
- net charge = 0

Number 1: DFT total energy -341130.912 eV. Number 2: DFT total energy -21240.049 eV. Number 3: DFT total energy -44290.184 eV. Number 4: DFT total energy -17464.038 eV. Number 5: DFT total energy -8098.623 eV.